No. 1
The following is a DFT calculation (the ωB97M-V functional and the def2-TZVPD basis) of a 12-piece molecular cluster, C26H76O26S7 overall.

```
135
Properties=species:S:1:pos:R:3:forces:R:3:mulliken_charge:R:1
C 2.696 -2.972 -4.923 0.6135 -0.2614 -0.2578 -1.2086
C 3.138 -1.852 -3.983 -1.8369 -0.9545 -0.4395 0.2943
O 2.975 -0.565 -4.649 -0.3426 0.4325 0.4419 -0.4138
S 1.534 0.130 -4.470 2.0089 1.4587 -0.8540 1.3504
C 1.951 1.729 -5.212 -0.0032 -0.9148 0.4156 -1.0981
O 0.601 -0.544 -5.318 -0.4060 -0.1244 0.7295 -0.6968
O 1.320 0.395 -3.060 -0.2946 -0.7676 -1.0017 -0.8424
H 1.619 -3.053 -5.056 -0.0330 0.2631 0.1436 0.1449
H 3.054 -3.924 -4.524 -0.0239 0.0297 0.0264 0.4378
H 3.139 -2.849 -5.913 0.0490 0.0161 0.0419 0.3164
H 2.427 -1.889 -3.156 0.5268 0.2012 0.4984 -0.0923
H 4.152 -2.005 -3.640 0.1665 0.5685 -0.0437 0.3506
H 1.070 2.353 -5.088 -0.0239 -0.0118 -0.0443 0.2602
H 2.214 1.593 -6.257 -0.1122 -0.1060 -0.0107 0.4712
H 2.796 2.125 -4.654 -0.0514 0.0515 0.0368 0.3047
C -2.735 -7.280 3.569 -0.5140 -0.1982 0.4048 -0.9800
C -2.067 -7.384 2.218 0.3912 -0.8765 1.0665 -0.3830
O -1.317 -6.186 1.987 -0.0520 1.0662 -0.7745 -0.1520
S -1.836 -5.122 0.874 1.4784 -1.3537 -0.4879 1.1534
C -1.118 -5.901 -0.608 -1.2711 -0.2492 0.8614 -0.9808
O -3.269 -5.149 0.848 0.3762 0.1703 -0.0706 -0.7268
O -1.085 -3.917 1.096 -0.6674 -0.3905 0.4562 -0.2784
H -3.314 -8.188 3.771 -0.5191 0.3441 -0.3828 0.3987
H -3.311 -6.356 3.596 -0.4484 -0.3134 0.1140 0.1252
H -2.097 -7.276 4.457 0.6864 0.3182 -0.5115 0.3011
H -1.360 -8.217 2.287 0.2361 0.2713 -0.3879 0.3549
H -2.761 -7.628 1.413 -0.1277 0.3987 0.0262 0.3721
H -0.059 -6.084 -0.459 0.1080 0.6133 -0.0588 0.2779
H -1.428 -5.283 -1.447 0.3922 0.0747 -0.1123 0.2110
H -1.583 -6.887 -0.682 -0.1880 0.1028 -0.1016 0.4045
C -1.923 1.345 -3.745 -0.7293 -0.3053 -0.0054 -0.9541
C -2.388 2.008 -2.452 0.8411 -0.5249 -0.8067 0.8696
O -3.660 2.621 -2.735 -0.8186 0.0660 0.8058 -0.4278
S -4.681 2.792 -1.492 0.8040 0.5729 0.5262 1.0500
C -4.236 4.461 -0.966 -0.3143 -0.2692 -0.2634 -0.7301
O -6.027 2.788 -1.999 1.1601 -0.1232 0.1831 -0.6389
O -4.259 1.895 -0.432 -0.6714 0.5028 -0.8032 -0.4266
H -2.704 0.699 -4.154 -0.0555 -0.1983 0.3712 0.3577
H -1.059 0.727 -3.520 0.1080 0.1136 -0.1707 -0.0694
H -1.754 2.026 -4.581 0.4097 0.3414 0.3400 0.3789
H -2.470 1.290 -1.640 -0.1631 -0.1191 -0.1416 -0.1287
H -1.615 2.721 -2.151 -0.4263 0.4689 0.1060 -0.1117
H -4.294 5.147 -1.809 -0.1951 -0.1656 -0.1050 0.3823
H -3.220 4.481 -0.577 -0.0172 -0.2952 0.1300 0.0216
H -4.958 4.753 -0.206 0.0547 -0.0332 0.0591 0.3813
C -3.884 -1.573 0.051 0.2950 0.5878 -0.1291 -1.2124
C -3.333 -1.184 1.417 -0.9172 0.0246 -0.4738 1.2334
O -4.327 -1.563 2.396 0.1921 -0.3383 1.7413 -0.6003
S -3.833 -1.789 3.933 -1.1942 -0.6462 -1.2406 1.0794
C -3.494 -3.575 3.808 0.2223 1.5736 0.2897 -0.7556
O -2.645 -1.009 4.159 -0.0061 -0.4185 -0.0700 -0.5594
O -4.983 -1.614 4.771 0.5179 0.0343 -0.3930 -0.6789
H -4.223 -2.606 -0.008 0.4018 -0.1734 0.2097 0.2989
H -3.057 -1.393 -0.640 -0.1858 -0.2709 -0.2395 -0.0358
H -4.727 -0.971 -0.290 0.0789 0.2691 0.3215 0.4400
H -2.387 -1.707 1.568 -0.0523 0.0900 0.2993 -0.3284
H -3.242 -0.105 1.548 0.3777 -0.2007 -0.4224 -0.0064
H -2.558 -3.620 3.256 0.0303 -0.3991 0.0962 -0.0369
H -4.317 -4.007 3.251 -0.0270 -0.0279 0.0371 0.4097
H -3.428 -3.934 4.832 0.1541 -0.1799 -0.0752 0.4941
C -2.536 5.081 5.008 0.3072 0.1915 -0.3647 -1.3006
C -2.198 4.711 3.574 -0.9271 -0.8267 0.1841 0.0172
O -1.137 3.721 3.617 0.9837 0.4409 -0.5758 -0.3213
S -0.611 3.141 2.217 -0.0274 -1.6650 0.1859 1.5626
C -1.640 1.662 2.079 0.5019 0.7603 -0.0479 -1.2003
O -0.969 4.046 1.146 0.4183 -0.2222 0.5541 -0.6726
O 0.749 2.675 2.411 -1.1513 1.0471 -0.1337 -0.6462
H -1.625 5.381 5.526 -0.0400 -0.1087 0.1342 0.3247
H -3.020 4.249 5.514 0.1496 -0.0255 0.1142 0.3067
H -3.213 5.934 5.024 -0.0656 -0.0269 -0.0953 0.3906
H -3.035 4.157 3.139 -0.2306 0.4696 -0.1356 0.2221
H -1.956 5.558 2.937 0.3317 -0.0578 0.0777 0.2659
H -1.129 0.973 1.406 -0.1445 0.2944 -0.3656 0.0197
H -2.598 2.003 1.691 -0.0961 -0.2300 0.0172 0.6174
H -1.695 1.163 3.044 -0.3076 0.4036 0.0099 0.3838
C 1.500 3.344 -2.153 0.3112 -0.2384 -0.6618 -0.5600
C 1.463 4.455 -1.150 -0.3447 -1.3707 0.9493 0.5051
O 2.647 5.239 -1.278 0.5876 1.2687 -0.0860 -0.4367
S 2.709 6.674 -0.531 -0.2067 0.5470 -0.2735 1.1169
C 1.622 7.664 -1.615 0.8733 -1.1051 0.1555 -0.8354
O 2.009 6.537 0.718 0.4434 0.0313 -0.2972 -0.5542
O 4.069 7.164 -0.582 -1.5055 -0.8801 -0.1307 -0.6184
H 0.699 2.641 -1.923 -0.2352 0.2026 -0.2606 -0.0685
H 2.395 2.720 -2.142 0.1881 0.3119 0.3251 -0.0634
H 1.432 3.763 -3.160 -0.2998 -0.2138 -0.0402 0.3476
H 0.511 4.979 -1.269 0.3289 0.5306 0.0686 0.4673
H 1.438 3.981 -0.165 0.0363 0.4377 0.1498 -0.3507
H 0.752 7.027 -1.752 -0.2846 0.3434 0.1805 0.2369
H 2.095 7.779 -2.587 0.1905 0.1877 0.1252 0.3196
H 1.418 8.606 -1.119 -0.0861 -0.0144 0.0172 0.3644
C 3.328 0.576 -0.320 -0.1858 -1.0186 0.7241 0.0109
C 4.496 1.517 -0.211 -0.6649 0.7110 -1.0383 -0.3629
O 5.012 1.597 1.117 0.7475 0.1660 0.3079 -0.3452
S 5.780 2.976 1.503 -1.0624 -0.6102 0.9389 1.2075
C 4.323 3.912 2.030 0.9604 0.0672 0.2071 -0.5457
O 6.566 2.675 2.678 -0.6443 0.2921 -1.2338 -0.6515
O 6.357 3.514 0.312 0.1712 0.1046 0.1120 -0.6038
H 3.119 0.361 -1.368 -0.1190 0.2596 0.0009 -0.1480
H 2.422 0.898 0.196 0.0008 0.4627 -0.2227 -0.0335
H 3.512 -0.408 0.127 0.4021 0.0875 -0.1037 0.3099
H 5.249 1.257 -0.959 0.3957 -0.1891 0.4729 0.2126
H 4.164 2.514 -0.526 0.0141 0.0423 0.1181 0.2620
H 4.047 3.428 2.963 -0.3125 -0.0070 -0.0975 0.3206
H 3.525 3.923 1.294 0.0804 -0.2805 -0.0814 -0.1070
H 4.616 4.941 2.238 0.1541 -0.0383 -0.0660 0.4679
C 0.527 -0.429 3.097 0.2382 0.0364 0.0630 0.2450
O 0.505 -1.845 2.929 -0.1739 -0.3166 -0.1158 -0.6770
H 0.666 0.109 2.156 0.1443 -0.3353 -0.0879 -0.3336
H -0.405 -0.064 3.528 0.3529 -0.2982 0.3292 -0.0006
H 1.386 -0.229 3.737 -0.1892 0.3045 0.0643 0.3737
H -0.386 -2.199 2.995 -0.1023 0.2419 -0.0521 0.1719
C 5.158 -2.859 -0.097 -0.6624 0.7494 0.2252 -0.6544
O 3.740 -2.868 -0.220 0.0607 -0.4520 0.1422 -0.2142
H 5.551 -3.704 0.472 -0.0068 -0.1627 -0.2231 0.2988
H 5.549 -2.821 -1.112 0.2737 -0.1697 0.0832 0.1977
H 5.446 -1.942 0.432 0.3205 -0.0543 -0.0845 0.2332
H 3.350 -3.142 0.636 -0.0617 0.0637 -0.2635 0.3169
C 1.877 -5.016 2.232 0.1409 0.1259 -0.5141 -0.3662
O 2.332 -3.690 2.030 -0.2197 0.2379 0.4763 -0.5779
H 1.180 -5.265 1.428 -0.0717 -0.2677 0.1710 -0.1604
H 2.741 -5.677 2.165 -0.0357 -0.0160 0.0555 0.4542
H 1.391 -5.159 3.199 -0.0096 0.0722 -0.0055 0.2407
H 1.629 -3.068 2.325 0.4249 -0.0881 -0.1657 0.4389
C 0.038 -1.454 -0.393 -0.0016 -0.1508 0.8084 0.7764
O -0.047 -0.092 -0.728 -0.3960 0.7825 -0.1982 1.6515
H -0.785 -1.721 0.274 -0.2220 0.1975 -0.4051 -1.3456
H -0.023 -2.090 -1.279 0.2589 -0.1933 0.1690 -0.0645
H 0.902 -1.642 0.257 0.3246 -0.2279 -0.6163 0.1862
H 0.417 0.093 -1.562 -0.0525 -0.3034 0.4587 -0.4732
C -1.590 -2.298 -3.792 1.0995 0.2736 0.4423 -0.1045
O -2.437 -2.785 -2.771 -0.3095 -0.4474 -0.1769 -0.3357
H -0.726 -1.866 -3.277 -0.2002 0.1949 -0.0434 -0.3651
H -1.134 -3.091 -4.398 -0.4813 0.0330 -0.2420 0.4284
H -2.043 -1.499 -4.381 -0.0330 -0.2959 -0.1835 0.2343
H -3.126 -3.311 -3.194 -0.0388 0.1182 0.1708 0.2191
```
Forces are in eV/Å.

SMILES   CCOS(C)(=O)=O.CCOS(C)(=O)=O.CCOS(C)(=O)=O.CCOS(C)(=O)=O.CCOS(C)(=O)=O.CCOS(C)(=O)=O.CCOS(C)(=O)=O.CO.CO.CO.CO.CO
Energy above the lowest of the compared OMol25 structures with the same formula, charge and spin   0.0 kJ/mol

No. 2
The following is a DFT calculation (the ωB97M-V functional and the def2-TZVPD basis) of a 12-piece molecular cluster, C26H77O14PSi overall.

```
119
Properties=species:S:1:pos:R:3:forces:R:3:mulliken_charge:R:1
C -4.214 0.611 -2.187 -0.2609 0.2803 0.3075 -0.2912
C -4.141 -0.841 -1.542 -3.5389 -1.9190 0.6514 0.5637
O -5.229 -1.393 -1.234 3.9480 1.7493 -1.0510 -0.6059
O -2.967 -1.599 -1.325 -1.3186 2.9846 -0.4086 -0.1829
C -1.765 -0.778 -1.282 1.2945 -0.0179 -0.5318 -0.0832
Si -0.460 -1.805 -0.260 -0.8589 -0.3056 -0.2836 0.2099
P -0.434 -1.219 1.875 0.5111 1.2790 1.3721 0.3869
C -2.192 -0.968 2.540 -0.6217 -1.1625 0.6880 -0.4836
O 0.271 -2.541 2.778 -1.9013 1.0137 -0.0525 -0.5257
H -5.317 0.934 -2.173 1.6935 -0.8139 0.1207 -0.0354
H -3.664 1.393 -1.552 -0.5346 -1.1930 -1.2012 0.2762
H -3.905 0.633 -3.288 0.0187 -0.0790 1.6943 0.0904
H -1.314 -0.664 -2.340 -0.8516 -0.0309 1.4779 0.0037
H -1.905 0.256 -0.828 -0.0792 -1.3345 -0.5870 0.2655
H 0.841 -1.482 -0.858 0.2112 0.0672 0.0504 -0.1953
H -0.716 -3.243 -0.341 -0.1045 -0.2330 -0.4156 -0.1787
H -2.717 -0.041 2.139 0.9294 -1.1695 0.2156 0.3086
H -2.082 -0.818 3.677 -0.0646 -0.2248 -1.8565 -0.0814
H -2.863 -1.892 2.384 0.8399 1.4561 0.1657 0.3387
H -0.185 -2.460 3.653 0.6936 -0.2635 -0.8103 0.2675
C 0.365 3.070 3.616 -0.1015 0.2184 -0.0724 -1.1863
C -0.126 2.114 4.685 0.4927 -0.1304 -0.1902 -0.1577
O 0.061 0.769 4.261 -0.1394 -0.0376 0.3316 -0.3583
H -0.171 2.904 2.678 -0.0284 -0.0121 0.1128 0.2994
H 0.222 4.108 3.926 0.0832 -0.0260 -0.0268 0.3637
H 1.427 2.907 3.411 -0.0302 0.0656 0.1113 0.3391
H -1.193 2.264 4.873 0.0278 -0.1581 -0.0301 0.2581
H 0.414 2.266 5.625 -0.1022 0.2259 0.0581 0.2089
H 1.006 0.641 4.106 -0.2210 -0.0410 -0.1210 0.2374
C -4.422 -0.928 7.132 -0.1397 -0.0850 0.0405 -1.1029
C -2.961 -1.268 6.908 -0.1817 0.3531 0.0020 -0.2422
O -2.511 -0.719 5.675 0.0326 -0.0736 0.1381 -0.4603
H -5.035 -1.316 6.316 0.0804 -0.0485 0.0790 0.2663
H -4.781 -1.349 8.074 -0.0274 0.0702 -0.0352 0.3582
H -4.567 0.156 7.153 0.0339 -0.0390 0.1134 0.3525
H -2.823 -2.350 6.866 0.0947 0.1181 -0.1411 0.2946
H -2.339 -0.872 7.717 -0.0426 -0.1421 0.1218 0.2642
H -2.627 0.239 5.722 0.1132 -0.1784 -0.0471 0.1440
C -8.100 2.007 -3.560 -0.0778 -0.1678 -0.0098 -1.0151
C -7.819 3.091 -2.539 0.0113 0.0987 -0.4058 -0.3407
O -6.711 3.880 -2.954 0.0684 0.1135 0.1487 -0.4503
H -7.224 1.367 -3.690 -0.0783 0.0178 0.0814 0.2454
H -8.946 1.388 -3.251 0.0345 -0.0027 -0.0699 0.3395
H -8.323 2.445 -4.537 -0.0796 0.0040 0.0737 0.3594
H -7.576 2.649 -1.570 0.0975 0.1437 -0.0562 0.2963
H -8.689 3.743 -2.412 -0.1152 -0.1407 0.1178 0.3302
H -6.937 4.274 -3.808 0.1949 -0.1210 0.0672 0.2544
C -1.726 -6.574 -1.017 -0.1571 -0.0008 0.0667 -1.0122
C -1.004 -6.006 -2.223 0.1363 -0.2126 0.3003 -0.2912
O 0.108 -5.221 -1.806 0.2151 0.1144 -0.1263 -0.3839
H -2.073 -5.769 -0.364 -0.0185 -0.0225 -0.1268 0.2317
H -2.586 -7.174 -1.324 0.0434 -0.0082 0.0657 0.3526
H -1.054 -7.200 -0.423 -0.0431 -0.0701 -0.0924 0.3423
H -1.672 -5.364 -2.801 0.1890 0.0760 0.0526 0.2677
H -0.644 -6.808 -2.876 -0.1779 -0.0378 -0.0851 0.2764
H 0.699 -5.796 -1.303 -0.1244 0.1190 -0.0968 0.2599
C -0.048 4.809 8.517 -0.1356 -0.0857 0.0589 -0.9437
C 1.413 4.473 8.290 -0.1618 0.3800 -0.0368 -0.2843
O 1.859 5.023 7.056 0.1183 -0.0657 -0.1526 -0.5060
H -0.662 4.420 7.701 0.0777 -0.0512 0.0696 0.2194
H -0.404 4.386 9.460 -0.0311 0.0699 -0.0344 0.3200
H -0.197 5.893 8.539 0.0302 -0.0430 0.1114 0.3260
H 1.553 3.391 8.247 0.1000 0.1164 -0.1383 0.2759
H 2.035 4.870 9.098 -0.0556 -0.1508 0.1351 0.3151
H 1.740 5.981 7.104 0.0434 -0.1965 -0.0406 0.2914
C 3.762 -2.744 -1.669 0.0995 -0.0253 -0.1656 -0.8911
C 4.306 -2.596 -0.262 -0.2800 -0.1093 -0.0452 0.2992
O 3.272 -2.172 0.620 0.0010 0.0807 0.2208 -0.4765
H 3.346 -1.796 -2.022 0.0971 -0.0128 0.0578 0.1588
H 4.546 -3.064 -2.359 -0.0541 -0.0153 0.0072 0.2967
H 2.949 -3.477 -1.695 0.0735 -0.0418 -0.0277 0.3151
H 5.101 -1.848 -0.237 -0.1585 -0.0034 0.0665 -0.0340
H 4.712 -3.545 0.103 0.1354 -0.0518 -0.1617 0.0778
H 2.577 -2.843 0.597 0.1137 0.1495 0.0958 0.1956
C -3.676 6.674 -5.047 -0.0001 0.1351 0.0445 -1.2421
C -4.359 5.390 -4.620 0.3562 0.0734 -0.2246 0.2270
O -5.267 4.958 -5.631 -0.3244 -0.1061 -0.0472 -0.5710
H -4.415 7.458 -5.234 0.0318 -0.0556 0.0855 0.3582
H -2.981 7.021 -4.279 0.0091 -0.0052 -0.0796 0.3268
H -3.125 6.527 -5.981 0.0839 -0.0219 0.0847 0.3129
H -4.926 5.546 -3.700 -0.0587 -0.1344 -0.1586 0.3137
H -3.626 4.597 -4.443 0.0179 0.0921 0.2097 -0.0222
H -4.758 4.814 -6.438 -0.1517 0.0104 0.1596 0.3001
C 4.535 -5.393 3.098 -0.1111 -0.0361 0.0680 -0.9298
C 5.996 -5.732 2.870 -0.1940 0.3598 -0.0291 -0.2486
O 6.441 -5.185 1.635 0.1551 -0.0405 -0.1515 -0.4961
H 3.920 -5.783 2.283 0.0739 -0.0536 0.0745 0.2144
H 4.179 -5.813 4.042 -0.0355 0.0629 -0.0375 0.3692
H 4.389 -4.309 3.118 0.0117 -0.0414 0.0931 0.2899
H 6.134 -6.815 2.829 0.1066 0.1170 -0.1437 0.2836
H 6.620 -5.335 3.677 -0.0548 -0.1426 0.1385 0.2566
H 6.323 -4.227 1.682 0.0237 -0.1868 -0.0353 0.2602
C 8.564 0.935 -0.969 0.0398 0.1504 0.0661 -1.1259
C 7.895 -0.357 -0.543 0.1891 0.0679 -0.3457 -0.2282
O 6.989 -0.797 -1.547 -0.1728 -0.1304 -0.0188 -0.4300
H 7.817 1.711 -1.151 0.0277 -0.0743 0.0925 0.2931
H 9.259 1.286 -0.202 0.0051 0.0112 -0.0763 0.3413
H 9.113 0.796 -1.904 0.0612 -0.0331 0.0967 0.3390
H 7.330 -0.208 0.380 -0.0911 -0.1029 -0.1443 0.2822
H 8.637 -1.143 -0.370 0.0586 0.0702 0.1773 0.2914
H 7.496 -0.935 -2.358 -0.1827 0.0603 0.0960 0.2448
C -1.381 1.482 -5.580 -0.0573 -0.0554 -0.1458 -0.8940
C -1.012 2.869 -5.091 0.0518 -0.3725 0.2287 -0.1747
O -1.616 3.121 -3.827 -0.0765 0.1489 0.1028 -0.4775
H -2.466 1.383 -5.669 0.0723 0.0787 -0.0525 0.2265
H -0.928 1.278 -6.553 -0.0190 -0.0674 0.0605 0.3611
H -1.047 0.719 -4.870 0.1018 0.0231 -0.0727 0.1722
H -1.366 3.628 -5.791 -0.0269 0.0445 0.1971 0.2527
H 0.073 2.971 -4.989 0.0270 0.0289 -0.2075 0.2996
H -1.292 2.452 -3.211 -0.0796 0.1521 -0.0978 0.2599
C 3.632 -0.991 -5.829 -0.1105 -0.0623 -0.1426 -1.0068
C 5.059 -1.241 -5.383 -0.2951 0.1857 0.2411 -0.0111
O 5.623 -0.047 -4.854 0.2297 0.0776 0.0145 -0.5154
H 3.600 -0.204 -6.587 0.0689 -0.1031 0.0067 0.2950
H 3.187 -1.899 -6.243 -0.0496 0.0579 0.0441 0.3388
H 3.019 -0.650 -4.989 0.0087 -0.1352 0.0125 0.2569
H 5.673 -1.560 -6.228 0.0760 0.1524 0.1220 0.3223
H 5.099 -2.020 -4.615 -0.0514 -0.1488 -0.1271 0.0481
H 5.079 0.222 -4.102 0.1742 -0.0607 -0.0933 0.2919
```
Forces are in eV/Å.

SMILES   CC(=O)OC[SiH2]P(C)O.CCO.CCO.CCO.CCO.CCO.CCO.CCO.CCO.CCO.CCO.CCO

Which DFT total energy belongs to each record? In order, -157271.159, -74037.374 eV.
Which LUMO belongs to each record? In order, 0.0, 0.4 eV.